The following is a DFT calculation (the ωB97M-V functional and the def2-TZVPD basis) of a 2-piece molecular cluster, C9H26NO8P2S2 overall at a distorted geometry.

Each atom is followed by the atoms it is bonded to, with distances in Å.
Positions of all 48 atoms, in Å:
1 C 0.918 -2.943 0.982  C2 1.552, H14 1.087, H15 1.091, H16 1.089
2 C 0.068 -2.136 -0.036  C1 1.552, C3 1.545, H17 1.097, H18 1.087
3 C -1.139 -2.974 -0.516  C2 1.545, N4 1.484, H19 1.091, H20 1.091
4 N -2.215 -2.912 0.503  C3 1.484, S5 1.649, H21 1.020
5 S -3.733 -2.791 -0.131  N4 1.649, P6 2.166, P10 2.207
6 P -4.746 -1.088 0.744  S5 2.166, O7 1.440, O8 1.576, O9 1.551
7 O -4.235 -1.012 2.088  P6 1.440
8 O -4.309 0.176 -0.089  P6 1.576, H22 0.973
9 O -6.286 -1.217 0.609  P6 1.551, H23 0.976
10 P -4.741 -4.643 0.520  S5 2.207, O11 1.591, O12 1.595, S13 1.922
11 O -5.251 -5.474 -0.737  P10 1.591, H24 0.976
12 O -5.967 -4.269 1.470  P10 1.595, H25 0.978
13 S -3.453 -5.676 1.503  P10 1.922
14 H 1.982 -2.872 0.769  C1 1.087
15 H 0.658 -4.002 0.978  C1 1.091
16 H 0.717 -2.553 1.979  C1 1.089
17 H -0.348 -1.272 0.498  C2 1.097
18 H 0.650 -1.746 -0.867  C2 1.087
19 H -1.455 -2.704 -1.525  C3 1.091
20 H -0.787 -4.006 -0.545  C3 1.091
21 H -2.049 -2.222 1.236  N4 1.020
22 H -3.369 0.095 -0.326  O8 0.973
23 H -6.636 -1.948 1.153  O9 0.976
24 H -4.520 -5.463 -1.383  O11 0.976
25 H -5.609 -4.320 2.379  O12 0.978
26 C 5.932 3.054 -1.523  O27 1.412, H35 1.095, H36 1.088, H37 1.096
27 O 4.550 3.258 -1.320  C26 1.412, C28 1.416
28 C 3.770 2.632 -2.322  O27 1.416, C29 1.513, H38 1.097, H39 1.099
29 C 2.311 2.623 -1.922  C28 1.513, O30 1.426, H40 1.092, H41 1.091
30 O 1.977 1.560 -1.031  C29 1.426, C31 1.424
31 C 2.389 1.734 0.321  O30 1.424, C32 1.514, H42 1.091, H43 1.094
32 C 1.519 2.708 1.087  C31 1.514, O33 1.414, H44 1.099, H45 1.098
33 O 1.915 4.038 0.817  C32 1.414, C34 1.411
34 C 0.947 4.975 1.238  O33 1.411, H46 1.096, H47 1.088, H48 1.096
35 H 6.246 3.453 -2.494  C26 1.095
36 H 6.467 3.582 -0.736  C26 1.088
37 H 6.179 1.988 -1.462  C26 1.096
38 H 4.116 1.602 -2.478  C28 1.097
39 H 3.887 3.199 -3.256  C28 1.099
40 H 1.719 2.438 -2.821  C29 1.092
41 H 2.002 3.588 -1.519  C29 1.091
42 H 3.444 2.004 0.384  C31 1.091
43 H 2.277 0.748 0.781  C31 1.094
44 H 1.635 2.530 2.166  C32 1.099
45 H 0.467 2.563 0.806  C32 1.098
46 H 0.012 4.841 0.682  C34 1.096
47 H 1.334 5.971 1.031  C34 1.088
48 H 0.757 4.885 2.313  C34 1.096

ΔE to the lowest compared entry with this formula, charge and spin: 0.0 kcal per mole
Total charge: +1
2S+1: 1